Entry from the Open Molecules 2025 dataset: C12H23BClF2N3O2RuS as an isolated structure (ωB97M-V/def2-TZVPD).

Energy relative to the best compared isomer or geometry (same formula, charge and spin) ... 15.85 kJ/mol
Max |F| ... 0.6 eV/A
Highest occupied orbital energy ... -0.3162 Eh
Gap between HOMO and LUMO ... 8.47 eV

Each line ends with the natural charge from an NBO analysis.
Atoms and positions in Å:
Ru  -0.410518  -0.469653  -0.044007  0.06
C  -3.219228  -3.597421  1.819270  -0.43
N  -2.012132  -3.177995  1.134066  -0.59
C  -1.728485  -3.422316  -0.142182  0.35
S  -0.399178  -2.668973  -0.949730  -0.07
N  -2.498186  -4.301708  -0.789202  -0.57
C  -2.342409  -4.676674  -2.187232  -0.42
H  -3.189026  -3.196426  2.828309  0.24
H  -3.283694  -4.685322  1.901329  0.20
H  -4.112676  -3.215433  1.320882  0.21
H  -1.384576  -2.550254  1.617496  0.43
H  -3.198222  -4.793397  -0.259000  0.40
H  -2.002813  -3.816023  -2.756646  0.24
H  -3.308436  -4.999984  -2.568183  0.21
H  -1.618073  -5.482843  -2.302531  0.21
Cl  -0.219725  -0.757051  2.684452  -0.11
C  0.728863  0.274093  1.471147  -0.39
H  1.761158  -0.011488  1.641610  0.20
H  0.576735  1.308161  1.751016  0.23
F  0.173249  1.648732  -1.948026  -0.34
C  -0.284861  0.381463  -1.882976  0.49
F  0.455222  -0.331983  -2.829980  -0.38
H  -1.313876  0.370320  -2.267018  0.14
N  -1.950361  2.250712  0.481568  -0.45
C  -1.341906  1.278186  0.336473  0.03
C  4.523209  0.789458  -1.840522  -0.63
C  3.786469  0.038314  -0.749137  0.25
C  4.409754  0.340070  0.606468  -0.63
O  2.425618  0.521807  -0.710712  -0.80
B  1.582189  -0.549842  -0.488464  1.12
O  2.277787  -1.745038  -0.481242  -0.81
C  3.604576  -1.489774  -1.013111  0.25
C  4.587716  -2.385228  -0.285486  -0.62
C  3.562031  -1.846135  -2.491051  -0.64
H  4.554574  1.848222  -1.582815  0.22
H  4.018967  0.690850  -2.799199  0.23
H  5.549474  0.427714  -1.936699  0.21
H  4.354956  1.414140  0.785220  0.23
H  5.455770  0.033961  0.643807  0.22
H  3.877646  -0.167712  1.412516  0.21
H  4.539141  -2.244785  0.792490  0.22
H  5.608068  -2.185938  -0.620379  0.21
H  4.355053  -3.427530  -0.504673  0.22
H  2.821826  -1.243669  -3.015705  0.23
H  3.282095  -2.895496  -2.589988  0.22
H  4.535793  -1.701811  -2.961237  0.21

Atoms 1-2, force components in eV/Å:
-0.040 0.382 0.234
0.050 -0.049 0.018

Entry from the Open Molecules 2025 dataset: an isolated ion of composition C12H23BClN4O5S and charge +1 (ωB97M-V/def2-TZVPD).

Max |F| ... 2.7 eV/A
Total charge ... +1
Highest occupied orbital energy ... -0.4296 Eh
Gap between HOMO and LUMO ... 8.89 eV

Each line ends with the natural charge from an NBO analysis.
Atoms and positions in Å:
C  3.756665  -0.178440  1.925874  -0.62
C  4.027059  1.199729  1.256915  -0.07
O  3.051650  2.136292  1.722679  -0.54
C  2.736185  3.131660  0.770567  -0.07
C  1.194842  3.079341  0.474215  -0.10
O  0.838754  1.696061  0.268782  -0.54
C  -0.031785  1.502604  -0.799102  0.10
N  -1.174259  0.642705  -0.450424  -0.20
C  -1.252027  -0.354096  0.458852  0.59
N  -0.303522  -0.782953  1.260838  -0.58
C  -0.508446  -1.867865  2.257324  -0.34
S  0.985771  -2.949805  2.172540  0.20
C  0.803107  -3.660536  0.480307  -0.53
C  1.756422  -2.993679  -0.581608  -0.63
N  -2.514262  -0.898851  0.443523  -0.50
C  -3.172115  -0.238771  -0.518808  0.15
B  -4.686933  -0.670432  -0.832454  1.12
O  -5.028447  -1.691083  -1.686578  -0.86
O  -5.698251  0.006160  -0.186409  -0.89
N  -2.384054  0.693369  -1.065580  -0.16
C  -2.833342  1.556724  -2.149317  -0.33
C  -2.307627  0.959685  -3.516216  0.55
O  -2.321230  1.563942  -4.498006  -0.43
Cl  -1.638057  -0.711203  -3.464142  -0.08
H  4.490197  -0.937597  1.586049  0.22
H  3.855970  -0.096389  3.025975  0.22
H  2.751202  -0.576704  1.698500  0.18
H  4.013303  1.037317  0.162375  0.17
H  5.016410  1.533313  1.633418  0.19
H  3.253059  2.983680  -0.205641  0.17
H  3.039522  4.145044  1.111231  0.20
H  1.035256  3.726302  -0.407263  0.19
H  0.684609  3.420801  1.393592  0.20
H  0.517390  0.993270  -1.628855  0.20
H  -0.434513  2.437950  -1.229840  0.19
H  0.638198  -0.394929  1.248939  0.45
H  -1.361591  -2.509289  1.998292  0.25
H  -0.559616  -1.411253  3.258151  0.24
H  -0.235971  -3.468285  0.153446  0.21
H  1.043271  -4.733588  0.527173  0.24
H  2.151555  -2.012819  -0.265600  0.21
H  2.554310  -3.713354  -0.839710  0.23
H  1.149577  -2.824548  -1.497325  0.21
H  -4.384367  -2.418028  -1.643480  0.51
H  -6.176460  -0.611677  0.391278  0.52
H  -3.928803  1.685882  -2.178414  0.29
H  -2.408616  2.574340  -2.036067  0.26

Atoms 1-2, force components in eV/Å:
0.150 0.271 0.130
0.285 -1.370 1.204

Entry from the Open Molecules 2025 dataset: C12H23BaN2O2P2S as an isolated structure (ωB97M-V/def2-TZVPD).

Energy relative to the best compared isomer or geometry (same formula, charge and spin) ... 608.11 kJ/mol
Max |F| ... 3.2 eV/A
Total charge ... +1
Highest occupied orbital energy (spin up / spin down) ... -0.3908 / -0.3807 Eh
Gap between HOMO and LUMO (spin up / spin down) ... 6.16 / 3.88 eV

Each line ends with the Löwdin charge.
Atoms and positions in Å:
Ba  0.232242  1.144924  1.538989  1.50
P  2.346909  -1.099189  1.344859  0.70
C  2.344171  -1.334673  -0.422115  -0.21
C  1.084759  -1.476447  -1.139718  -0.35
N  -0.080339  -1.002522  -0.575572  0.02
C  -1.257753  -1.283154  -1.162571  -0.32
C  -1.389798  -2.217184  -2.212353  -0.02
C  -0.243024  -2.759657  -2.806608  -0.02
C  0.991867  -2.270175  -2.308601  -0.01
C  -2.586471  -0.709258  -0.672611  -0.33
P  -2.683491  0.871661  0.263653  0.74
H  1.909926  -2.543171  -2.822971  0.11
H  -2.385407  -2.495543  -2.598105  0.13
H  -0.333627  -3.383667  -3.736936  0.14
H  -3.202332  -0.560300  -1.581319  0.10
H  -3.057482  -1.462431  -0.004633  0.10
H  3.038666  3.500000  -1.508339  0.04
H  3.222685  -1.783738  -0.925144  0.10
H  -0.871327  4.752919  -1.941854  0.05
O  3.688996  2.771860  -1.376985  -0.08
H  4.487529  3.225690  -1.606924  0.02
H  1.069544  2.594969  0.517234  -0.09
O  -1.586798  4.824833  -1.308809  -0.01
H  -1.205689  5.147078  -0.546993  0.00
C  -2.878561  2.006221  -1.171849  -0.30
H  -3.795683  1.784311  -1.742814  0.06
H  -2.836461  3.046061  -0.836012  0.01
H  -1.984932  1.912141  -1.791409  0.04
C  -4.471254  0.876250  0.740610  -0.27
H  -4.641549  1.664594  1.486085  0.05
H  -5.142640  1.081717  -0.105374  0.05
H  -4.767180  -0.079202  1.191452  0.05
C  2.101127  -2.761041  2.053267  -0.24
H  3.013384  -3.359170  2.020255  0.05
H  1.800356  -2.641642  3.100049  0.03
H  1.304582  -3.267108  1.499001  0.05
C  4.105399  -0.625407  1.524726  -0.28
H  4.266539  -0.290658  2.555701  0.04
H  4.802442  -1.448991  1.323450  0.06
H  4.348072  0.204509  0.839607  0.05
S  0.767898  -1.041461  6.103346  0.59
C  0.383538  -0.135649  4.843207  -1.05
N  0.091166  0.621686  3.961144  -0.31

Atoms 1-2, force components in eV/Å:
-1.215 -1.896 1.741
0.583 0.486 -0.352

Entry from the Open Molecules 2025 dataset: a 2-piece molecular cluster, C12H23FNO4S overall (ωB97M-V/def2-TZVPD).

Max |F| ... 5.1 eV/A
Total charge ... -1
Highest occupied orbital energy ... -0.0809 Eh
Gap between HOMO and LUMO ... 2.47 eV

Each line ends with the natural charge from an NBO analysis.
Atoms and positions in Å:
C  1.547199  1.644473  2.279101  -0.65
C  1.424071  0.252253  1.358983  -0.43
C  0.791042  0.694318  -0.086086  -0.31
C  2.045490  0.566674  -1.185582  -0.62
C  -0.398852  -0.272465  -0.658287  -0.23
C  -1.125537  0.644814  -1.845193  -0.28
N  -2.633700  0.392074  -1.794001  -0.47
C  -2.875827  -0.337046  -0.655888  0.27
C  -1.598493  -0.802935  0.318394  -0.04
C  -1.938958  -0.034996  1.724843  -0.66
C  -1.753317  -2.450225  0.231979  -0.41
C  -0.574831  -3.279427  1.011351  -0.47
C  0.488579  -3.856166  -0.121776  0.03
F  0.563974  -5.357968  -0.112456  -0.40
H  2.588693  2.162369  2.016199  0.27
H  0.723407  2.437568  2.011943  0.25
H  1.434890  1.423088  3.434897  0.18
H  2.551625  -0.115933  1.234016  0.22
H  0.820720  -0.566726  1.938515  0.17
H  0.518971  1.852173  -0.078768  0.34
H  2.482676  -0.524487  -1.040721  0.14
H  2.943865  1.301713  -0.911645  0.31
H  1.689399  0.664311  -2.297327  0.22
H  0.019028  -1.194669  -1.245578  0.22
H  -1.090709  1.802053  -1.559043  0.30
H  -0.607366  0.665038  -2.900333  0.28
H  -3.375398  0.705474  -2.489827  0.46
H  -3.936788  -0.723673  -0.309189  0.22
H  -1.249834  0.916231  1.934969  0.29
H  -1.812007  -0.824398  2.611060  0.23
H  -3.061258  0.292356  1.737011  0.21
H  -2.822850  -2.710689  0.673145  0.21
H  -1.795061  -2.720944  -0.907282  0.22
H  0.004653  -2.678382  1.830676  0.25
H  -1.098366  -4.250126  1.468250  0.24
H  0.229787  -3.490757  -1.205994  0.18
H  1.565025  -3.433882  0.130726  0.20
O  3.130164  3.720684  -0.763486  -1.13
S  1.863149  4.241785  -1.308176  2.59
O  0.805796  4.128718  -0.287205  -1.14
O  1.481966  3.460552  -2.498932  -1.15
O  2.034985  5.657177  -1.683285  -1.11

Atoms 1-2, force components in eV/Å:
0.133 0.103 -0.020
0.551 1.315 0.487

Entry from the Open Molecules 2025 dataset: C12H23GdN2O2P2 as an isolated structure (ωB97M-V/def2-TZVPD).

Energy relative to the best compared isomer or geometry (same formula, charge and spin) ... 9.16 kJ/mol
Max |F| ... 2.5 eV/A
Total charge ... +2
⟨S²⟩ ... 15.9182
Highest occupied orbital energy (spin up / spin down) ... -0.5889 / -0.5889 Eh
2S+1 ... 8
Gap between HOMO and LUMO (spin up / spin down) ... 7.50 / 9.26 eV

Each line ends with the Mulliken spin population.
Atoms and positions in Å:
Gd  0.406792  -0.500451  0.112157  7.37
P  -2.762848  0.114121  -0.467086  -0.03
C  -2.167906  0.948803  -2.014567  0.00
C  -0.752865  1.254636  -2.505513  0.00
N  0.375650  0.902734  -1.829407  -0.06
C  1.578790  1.340999  -2.308916  0.00
C  1.689762  2.033912  -3.500633  0.01
C  0.549233  2.317121  -4.245753  0.00
C  -0.678645  1.939232  -3.710849  0.00
C  2.850408  1.166001  -1.488978  -0.02
P  3.047226  -0.451411  -0.569542  -0.14
H  -1.609652  2.174284  -4.229862  0.00
H  2.685774  2.338795  -3.823041  0.00
H  0.623119  2.828947  -5.200746  0.00
H  3.716397  1.206996  -2.166340  0.00
H  2.942439  1.988562  -0.755121  0.00
H  -2.657777  0.409443  -2.814777  0.00
H  -2.682989  1.930132  -1.962046  0.00
H  -1.789344  -4.581428  -3.924846  0.00
O  -2.215122  -4.203616  -4.693088  0.00
H  -1.790743  -3.329895  -4.796228  0.00
H  -2.343345  -1.063724  0.262796  0.01
O  -0.851946  -2.089108  0.526430  -0.05
H  -1.108803  -3.009107  0.696559  0.00
C  3.655121  -1.548749  -1.892541  0.00
H  4.666976  -1.268104  -2.218458  0.00
H  3.661619  -2.572755  -1.492102  0.00
H  2.960502  -1.527750  -2.744286  0.00
C  4.458915  -0.182797  0.535348  0.00
H  4.403389  -0.955134  1.313857  0.00
H  5.412833  -0.283019  0.005242  -0.01
H  4.385157  0.801344  1.014319  0.00
C  -3.208975  1.381120  0.724444  0.00
H  -4.022089  1.997232  0.310883  0.00
H  -3.546952  0.876922  1.641253  0.00
H  -2.340919  2.002492  0.982092  0.00
C  -4.286006  -0.704081  -0.998179  0.00
H  -4.608447  -1.351242  -0.173786  0.00
H  -5.075366  0.016418  -1.242230  0.00
H  -4.037105  -1.343017  -1.855879  0.00
N  0.107001  2.493766  2.034923  -0.01
C  0.241441  1.509073  1.410600  -0.08

Atoms 1-2, force components in eV/Å:
-0.073 -0.059 1.017
-2.459 0.365 0.279

Entry from the Open Molecules 2025 dataset: C12H23N2O2P2STi as an isolated structure (ωB97M-V/def2-TZVPD).

Max |F| ... 4.5 eV/A
Total charge ... +1
⟨S²⟩ ... 2.0072
Highest occupied orbital energy (spin up / spin down) ... -0.3709 / -0.3975 Eh
2S+1 ... 3
Gap between HOMO and LUMO (spin up / spin down) ... 6.97 / 6.67 eV

Each line ends with the Mulliken spin population.
Atoms and positions in Å:
Ti  0.283549  0.881746  0.430455  1.49
P  2.287862  -0.629760  1.168960  0.01
C  2.355163  -0.801345  -0.723633  0.05
C  1.100513  -1.418982  -1.235436  -0.02
N  -0.064991  -0.869892  -0.778870  -0.01
C  -1.267431  -1.244934  -1.257158  -0.01
C  -1.318612  -2.250629  -2.210789  0.00
C  -0.145642  -2.832926  -2.709528  0.01
C  1.077638  -2.374900  -2.222990  -0.01
C  -2.475126  -0.508298  -0.774696  0.05
P  -2.086548  1.159529  0.004128  0.15
H  2.039145  -2.737529  -2.607011  0.00
H  -2.270432  -2.564558  -2.594054  0.00
H  -0.169225  -3.624013  -3.472622  0.00
H  -3.171804  -0.361660  -1.606826  0.01
H  -3.019628  -1.116691  -0.042747  0.00
H  2.263665  0.288281  -0.966419  -0.01
H  3.330609  -1.148762  -1.114885  0.00
H  0.315270  4.219915  -0.831018  0.00
O  1.558839  1.694303  -0.576356  0.06
H  2.060541  1.798551  -1.402991  0.00
H  -0.617094  2.037235  -0.066977  0.11
O  -0.142866  3.796601  -0.051611  0.04
H  0.315788  3.954513  0.924520  0.00
C  -2.735535  2.286002  -1.269891  0.01
H  -3.714722  1.915937  -1.579718  0.00
H  -2.854684  3.310633  -0.888810  0.00
H  -2.057139  2.249960  -2.133710  0.00
C  -3.375456  1.222162  1.327119  0.04
H  -3.222089  2.124609  1.940307  0.00
H  -4.390111  1.257076  0.888523  0.01
H  -3.305494  0.336286  1.981326  0.00
C  2.199117  -2.335852  1.755778  0.00
H  3.197275  -2.780522  1.800623  0.00
H  1.755774  -2.300472  2.756881  0.00
H  1.546136  -2.920812  1.100432  0.00
C  3.933388  0.018248  1.582022  0.00
H  3.907172  0.342841  2.632077  0.00
H  4.697231  -0.759879  1.465448  0.00
H  4.174717  0.892911  0.961962  0.00
S  -1.038072  -0.738706  4.696684  0.04
C  -0.658931  -0.002930  3.360148  0.04
N  -0.297758  0.536702  2.341371  -0.05

Atoms 1-2, force components in eV/Å:
1.310 -3.083 2.827
0.046 0.103 -1.698

The lowest max |F| belongs to which entry? C12H23BClF2N3O2RuS

Among the records above, which one has the lowest max |F|? C12H23BClF2N3O2RuS